(1)
Formula: C2H4CrO
Source: the Open Molecules 2025 dataset
Level of theory: ωB97M-V/def2-TZVPD

Its highest occupied orbital energy (spin up / spin down) is -0.428 / -0.428 hartree. The energy relative to the best compared isomer or geometry (same formula, charge and spin) comes out at 4.582 eV. The frontier orbital gap (spin up / spin down) is 5.453 / 5.588 eV. The net charge is +1. As for the spin multiplicity: 6.

Structure (XYZ):
```
8
Properties=species:S:1:pos:R:3:nbo_charge:R:1
O -1.50560 0.30922 -0.19103 -0.595
Cr -2.71894 0.40740 -1.78615 0.975
C -0.36012 0.31427 0.15422 0.941
C 0.91197 -0.11531 -0.16780 -1.050
H 0.96824 -1.18276 -0.40794 0.339
H 1.45496 0.54167 -0.85068 0.280
H 0.16265 0.02375 1.76027 -0.237
H 1.08684 -0.29824 1.48912 0.347
```

(2)
Formula: C2H4CuO
Source: the Open Molecules 2025 dataset
Level of theory: ωB97M-V/def2-TZVPD

Its highest occupied orbital energy (spin up / spin down) is -0.483 / -0.628 hartree. The frontier orbital gap (spin up / spin down) is 7.836 / 8.407 eV. The net charge is +1. As for the spin multiplicity: 3.

Structure (XYZ):
```
8
Properties=species:S:1:pos:R:3:nbo_charge:R:1
O -0.94519 -1.16753 0.03599 -0.698
Cu -2.17838 -1.29468 -1.36076 0.865
C -0.08382 -0.45640 0.53061 0.554
C 0.52106 0.74327 -0.06134 -0.763
H 0.99850 0.46258 -1.01324 0.289
H -0.20577 1.54780 -0.20877 0.285
H 0.50681 -0.80780 1.43997 0.197
H 1.38680 0.97276 0.63754 0.270
```

(3)
Formula: C2H4F2
Source: the Open Molecules 2025 dataset
Level of theory: ωB97M-V/def2-TZVPD

Its highest occupied orbital energy (spin up / spin down) is -0.311 / -0.296 hartree. The energy relative to the best compared isomer or geometry (same formula, charge and spin) comes out at 4.703 eV. The frontier orbital gap (spin up / spin down) is 9.306 / 8.657 eV. As for the spin multiplicity: 1.

Structure (XYZ):
```
8
Properties=species:S:1:pos:R:3:nbo_charge:R:1
C 0.10015 -1.37994 0.04878 0.017
C -0.09091 1.20084 0.13960 0.072
F -0.98208 -1.51243 -0.71532 -0.343
F 1.06932 1.70774 -0.08836 -0.323
H 0.04887 -1.32175 1.14179 0.139
H 0.98982 -1.92649 -0.28848 0.141
H -0.67544 1.07799 -0.68809 0.155
H -0.23419 1.04168 1.13423 0.142
```

- Number 3 is which compound?
  C2H4F2

- What is the formula in the first record?
  C2H4CrO

- Which formula does entry 3 have?
  C2H4F2